The following is a DFT calculation (wB97M-V/def2-TZVPD) of a 2-piece molecular cluster, C5H10 overall.

Calculated values
LUMO energy = -0.80 eV
E_tot = -5338.2718 eV
Gap between HOMO and LUMO = 0.214 Eh
Max |F| = 0.074 hartree/bohr

ORCA input file:
```
! RIJCOSX wB97M-V def2-TZVPD def2/J DEFGRID3
* xyz 0 1
C 2.502 0.549 0.119
C 1.495 0.292 -0.910
C 0.952 0.559 0.499
C -0.323 -0.066 0.867
C -1.460 0.239 -0.053
H -1.723 -2.497 -0.308
H -2.282 -2.189 -0.658
H 3.042 0.001 0.866
H 1.391 -0.793 -1.038
H 1.272 0.991 -1.710
H 0.871 1.585 0.890
H -0.418 -0.092 1.948
H -1.469 0.460 -1.117
H -2.426 -0.235 0.097
H -1.424 1.196 0.508
*
```

Atomic partial charges in e from the Mulliken method, atoms 1 to 5: -0.605 -0.339 -0.191 -0.320 -0.951

The following is a DFT calculation (wB97M-V/def2-TZVPD) of C5H10 in the gas phase.

Calculated values
LUMO energy = 1.14 eV
E_tot = -5346.5077 eV
Structure (SMILES) = CC=C(C)C
Gap between HOMO and LUMO = 0.362 Eh
Max |F| = 0.025 hartree/bohr

ORCA input file:
```
! RIJCOSX wB97M-V def2-TZVPD def2/J DEFGRID3
* xyz 0 1
C 1.450 0.797 1.214
C 0.615 0.832 -0.038
C -0.276 -0.104 -0.386
C -0.543 -1.337 0.496
C -1.143 0.095 -1.627
H 2.527 0.958 1.015
H 1.135 1.605 1.891
H 1.321 -0.164 1.716
H 0.783 1.726 -0.665
H -1.228 -2.049 0.008
H 0.422 -1.836 0.807
H -1.006 -0.987 1.449
H -1.878 -0.697 -1.754
H -1.688 1.044 -1.630
H -0.490 0.117 -2.496
*
```

Atomic partial charges in e from the Mulliken method, atoms 1 to 5: -1.126 -0.155 0.872 -1.337 -1.358

The following is a DFT calculation (wB97M-V/def2-TZVPD) of C5H10AgO3S as an isolated structure.

Calculated values
LUMO energy (alpha / beta) = -9.12 / -11.26 eV
E_tot = -26300.0990 eV
Gap between HOMO and LUMO (alpha / beta) = 0.319 / 0.239 Eh
Max |F| = 0.174 hartree/bohr

ORCA input file:
```
! RIJCOSX wB97M-V def2-TZVPD def2/J DEFGRID3
* xyz 2 2
C -0.209 2.279 1.847
O -0.453 0.915 2.391
C -0.057 -0.104 1.366
O 1.124 -0.703 1.538
O -0.992 -0.290 0.249
C -0.858 -1.604 -0.394
C -0.199 -1.474 -1.926
C 1.404 -1.108 -1.910
S 1.771 0.707 -1.515
H 0.836 2.724 2.132
H -1.016 3.049 2.254
H -0.335 2.212 0.684
H -0.346 -2.432 0.255
H -1.970 -1.989 -0.591
H -0.848 -0.734 -2.571
H -0.293 -2.537 -2.439
H 1.784 -1.265 -3.031
H 2.062 -1.809 -1.241
H 0.594 1.375 -1.104
Ag -1.998 2.788 4.007
*
```

Atomic partial charges in e from the Mulliken method, atoms 1 to 5: -0.288 -0.250 0.415 -0.411 -0.233

The following is a DFT calculation (wB97M-V/def2-TZVPD) of a 5-piece molecular cluster, C5H10BCl12N overall.

Calculated values
LUMO energy = -0.03 eV
E_tot = -157780.4556 eV
Structure (SMILES) = ClC(Cl)Cl.ClC(Cl)Cl.ClC(Cl)Cl.ClC(Cl)Cl.BCN
Gap between HOMO and LUMO = 0.350 Eh
Max |F| = 0.048 hartree/bohr

ORCA input file:
```
! RIJCOSX wB97M-V def2-TZVPD def2/J DEFGRID3
* xyz 0 1
Cl 0.729 0.001 2.903
C 0.636 0.606 1.240
Cl -0.767 1.669 1.042
Cl 2.128 1.458 0.805
H 0.519 -0.248 0.569
Cl -2.325 -1.056 1.913
C -3.297 -2.471 2.351
Cl -4.231 -3.039 0.956
Cl -2.263 -3.767 2.976
H -3.996 -2.178 3.138
Cl -1.179 4.058 -2.168
C -2.000 5.041 -0.943
Cl -3.161 6.142 -1.705
Cl -2.812 4.005 0.243
H -1.249 5.639 -0.421
Cl 5.849 1.591 1.893
C 5.757 2.197 0.230
Cl 4.354 3.260 0.032
Cl 7.249 3.048 -0.205
H 5.640 1.343 -0.441
B -1.481 -3.587 -2.202
C -0.747 -2.307 -1.404
N 0.571 -2.903 -0.866
H -0.935 -3.951 -3.205
H -2.435 -4.148 -1.800
H -1.385 -1.911 -0.499
H -0.512 -1.483 -2.218
H 0.264 -3.836 -0.454
H 1.079 -3.173 -1.762
*
```

Atomic partial charges in e from the Mulliken method, atoms 1 to 5: -0.117 0.370 -0.060 -0.050 -0.113

The following is a DFT calculation (wB97M-V/def2-TZVPD) of C5H10BNO in the gas phase.

Calculated values
LUMO energy (alpha / beta) = -0.15 / -0.15 eV
E_tot = -9559.2373 eV
Structure (SMILES) = CB1CCN(C)C1=O
Gap between HOMO and LUMO (alpha / beta) = 0.316 / 0.316 Eh
Max |F| = 0.170 hartree/bohr

ORCA input file:
```
! RIJCOSX wB97M-V def2-TZVPD def2/J DEFGRID3
* xyz 0 1
C 2.714 -0.101 -0.221
B 1.215 0.133 -0.217
C 0.422 1.470 0.129
C -1.003 0.985 0.444
N -1.151 -0.274 -0.073
C -2.334 -1.045 -0.094
C 0.001 -0.826 -0.477
O -0.019 -2.249 -0.674
H 3.189 -0.889 -0.809
H 3.045 -0.635 0.740
H 3.420 0.666 -0.428
H 0.636 2.180 0.931
H 0.436 2.073 -0.729
H -1.009 0.771 1.493
H -1.776 1.659 0.233
H -1.943 -2.026 0.179
H -3.081 -0.722 0.641
H -2.761 -1.169 -1.067
*
```

Atomic partial charges in e from the Mulliken method, atoms 1 to 5: -0.951 0.084 -0.783 -0.658 0.152

The following is a DFT calculation (wB97M-V/def2-TZVPD) of a 2-piece molecular cluster, C5H10BNO3 overall.

Calculated values
LUMO energy = 0.43 eV
E_tot = -13656.8814 eV
Structure (SMILES) = [H]/N=C(/C)CB(O)O.C=C=O
Gap between HOMO and LUMO = 0.368 Eh
Max |F| = 0.059 hartree/bohr

ORCA input file:
```
! RIJCOSX wB97M-V def2-TZVPD def2/J DEFGRID3
* xyz 0 1
H 0.809 -1.788 -0.438
N -0.129 -1.861 -0.005
C -0.907 -0.984 -0.431
C -2.379 -1.253 -0.099
C -0.697 0.279 -1.320
B -0.487 1.349 -0.128
O -1.617 1.694 0.615
O 0.608 2.021 0.277
H -2.845 -1.196 -1.074
H -2.986 -0.518 0.529
H -2.398 -2.293 0.357
H -1.541 0.444 -2.055
H 0.305 0.195 -1.928
H -1.495 2.197 1.406
H 1.428 1.809 -0.155
C 2.891 0.235 1.383
C 2.843 -0.486 0.240
O 2.919 -1.087 -0.768
H 3.729 0.430 2.020
H 1.949 0.812 1.573
*
```

Atomic partial charges in e from the Mulliken method, atoms 1 to 5: 0.274 -0.683 0.686 -1.102 -0.562

The following is a DFT calculation (wB97M-V/def2-TZVPD) of a 2-piece molecular cluster, C5H10BrN2 overall.

Calculated values
LUMO energy = -4.78 eV
E_tot = -78359.2782 eV
Gap between HOMO and LUMO = 0.278 Eh
Max |F| = 0.065 hartree/bohr

ORCA input file:
```
! RIJCOSX wB97M-V def2-TZVPD def2/J DEFGRID3
* xyz 1 1
C 2.100 1.806 -0.743
C 2.071 0.762 0.129
C -3.223 0.688 0.660
C 1.633 -1.518 0.772
C 0.435 -0.589 -1.029
N -4.520 0.532 0.608
N 1.210 -0.371 -0.044
Br -2.333 -0.789 -0.280
H 2.967 2.479 -0.556
H 1.583 2.176 -1.639
H 2.622 0.654 1.040
H 0.251 0.182 -1.655
H 0.961 -2.324 0.774
H 2.426 -1.956 0.258
H 1.882 -1.091 1.762
H 0.179 -1.610 -1.309
H -5.176 1.163 1.031
H -5.067 -0.195 0.220
*
```

Atomic partial charges in e from the Mulliken method, atoms 1 to 5: -0.880 0.300 -0.016 -0.968 -0.616

The following is a DFT calculation (wB97M-V/def2-TZVPD) of a 2-piece molecular cluster, C5H10BrNO overall.

Calculated values
LUMO energy (alpha / beta) = 0.54 / 0.53 eV
E_tot = -78923.7741 eV
Gap between HOMO and LUMO (alpha / beta) = 0.290 / 0.287 Eh
Max |F| = 0.113 hartree/bohr

ORCA input file:
```
! RIJCOSX wB97M-V def2-TZVPD def2/J DEFGRID3
* xyz 0 1
C 0.949 0.054 -0.785
C -0.531 1.200 1.753
C 0.091 -1.363 1.846
C 0.658 0.376 -3.136
C -0.542 -0.235 1.158
N 0.116 0.174 -1.766
O 2.029 0.408 -0.446
Br -2.263 -0.636 0.210
H -1.459 1.280 2.325
H 0.425 1.724 2.184
H -0.508 1.803 0.807
H -0.286 -1.598 2.876
H 1.085 -1.055 2.006
H -0.020 -2.209 1.211
H 1.233 -0.481 -3.541
H 0.009 0.713 -3.806
H 1.417 1.147 -2.916
H -0.890 -0.065 -1.781
*
```

Atomic partial charges in e from the Mulliken method, atoms 1 to 5: 0.581 -0.981 -1.232 -0.978 0.341

The following is a DFT calculation (wB97M-V/def2-TZVPD) of C5H10CaO3 as an isolated structure.

Calculated values
LUMO energy (alpha / beta) = -3.96 / -4.50 eV
E_tot = -29920.4760 eV
Gap between HOMO and LUMO (alpha / beta) = 0.296 / 0.318 Eh
Max |F| = 0.060 hartree/bohr

ORCA input file:
```
! RIJCOSX wB97M-V def2-TZVPD def2/J DEFGRID3
* xyz 1 2
C -1.589 1.896 -1.224
O -2.242 0.786 -0.717
C -0.216 1.558 -1.802
O 0.565 0.918 -0.785
C 0.739 -0.412 -0.859
C 1.257 -1.040 0.379
O 0.140 -1.168 1.300
C 0.471 -1.672 2.592
Ca -1.573 -0.515 0.429
H -1.447 2.677 -0.450
H -2.164 2.365 -2.046
H 0.322 2.468 -2.097
H -0.313 0.887 -2.668
H 0.741 -0.900 -1.836
H 2.020 -0.416 0.868
H 1.654 -2.042 0.174
H -0.460 -1.752 3.160
H 0.935 -2.662 2.491
H 1.159 -0.976 3.090
*
```

Atomic partial charges in e from the Mulliken method, atoms 1 to 5: -0.338 -0.867 -0.388 -0.280 -0.738

The following is a DFT calculation (wB97M-V/def2-TZVPD) of C5H10ClNO as an isolated structure.

Calculated values
LUMO energy = 0.24 eV
E_tot = -21404.2162 eV
Gap between HOMO and LUMO = 0.346 Eh
Max |F| = 0.121 hartree/bohr

ORCA input file:
```
! RIJCOSX wB97M-V def2-TZVPD def2/J DEFGRID3
* xyz 0 1
C 0.300 1.493 -2.236
C 0.023 0.222 -1.476
C -0.867 -0.567 0.253
C -1.628 0.046 1.404
C 0.448 0.189 -0.116
H -0.062 1.427 -3.276
H -0.220 2.413 -1.824
H 1.360 1.713 -2.223
H 0.427 -0.569 -2.009
H -2.037 0.639 -1.018
H -0.665 -1.622 0.308
H -2.805 -0.128 1.324
H -1.596 1.132 1.401
H -0.486 0.089 3.334
H 0.363 1.138 0.456
N -1.334 -0.168 -1.089
O -1.281 -0.620 2.628
Cl 2.098 -0.494 0.185
*
```

Atomic partial charges in e from the Mulliken method, atoms 1 to 5: -1.418 0.016 0.198 -0.808 -0.091

The following is a DFT calculation (wB97M-V/def2-TZVPD) of C5H10ClNO as an isolated structure.

Calculated values
LUMO energy = 0.82 eV
E_tot = -21403.9900 eV
Gap between HOMO and LUMO = 0.383 Eh
Max |F| = 0.136 hartree/bohr

ORCA input file:
```
! RIJCOSX wB97M-V def2-TZVPD def2/J DEFGRID3
* xyz 0 1
C -0.191 1.861 1.455
C 0.498 1.093 0.447
C 0.352 -0.266 -1.047
C -0.565 -1.497 -1.693
C 0.474 -0.421 0.568
H -0.008 2.992 1.563
H -1.145 1.534 1.266
H 0.138 1.533 2.516
H 1.634 1.249 0.375
H -1.321 0.962 -0.627
H 1.303 -0.193 -1.332
H -0.545 -1.303 -2.729
H -1.525 -1.308 -1.164
H -0.023 -2.740 -0.188
H -0.566 -0.621 1.080
N -0.275 1.039 -0.886
O 0.074 -2.670 -1.242
Cl 1.693 -1.242 1.639
*
```

Atomic partial charges in e from the Mulliken method, atoms 1 to 5: -1.190 -0.058 -0.149 -0.599 -0.228

The following is a DFT calculation (wB97M-V/def2-TZVPD) of a 2-piece molecular cluster, C5H10ClNO3 overall.

Calculated values
LUMO energy (alpha / beta) = 0.57 / 0.57 eV
E_tot = -25499.2345 eV
Gap between HOMO and LUMO (alpha / beta) = 0.298 / 0.298 Eh
Max |F| = 0.083 hartree/bohr

ORCA input file:
```
! RIJCOSX wB97M-V def2-TZVPD def2/J DEFGRID3
* xyz 0 1
C 0.249 -0.708 0.180
C -2.589 -0.285 -0.746
C -1.783 -1.534 -0.691
C 0.633 1.809 0.679
C 1.564 -0.181 -0.140
N 2.534 -0.312 0.871
O -0.100 -0.913 1.318
O 1.571 2.761 0.350
O -0.401 -1.189 -0.870
Cl 2.004 0.201 -1.805
H -2.079 0.310 -0.046
H -2.432 0.182 -1.724
H -3.642 -0.450 -0.525
H -2.000 -2.052 -1.632
H -2.012 -2.235 0.107
H -0.311 1.916 0.177
H 0.625 1.432 1.668
H 3.519 -0.070 0.800
H 2.260 -1.109 1.485
H 2.390 2.427 0.546
*
```

Atomic partial charges in e from the Mulliken method, atoms 1 to 5: 0.406 -0.855 -0.274 -0.345 0.207

Which formula does entry 10 have? C5H10ClNO

Which value of max |F| does entry 5 give? 0.170 hartree/bohr

What did the ninth record say?
The following is a DFT calculation (wB97M-V/def2-TZVPD) of C5H10CaO3 as an isolated structure.

Calculated values
LUMO energy (alpha / beta) = -3.96 / -4.50 eV
E_tot = -29920.4760 eV
Gap between HOMO and LUMO (alpha / beta) = 0.296 / 0.318 Eh
Max |F| = 0.060 hartree/bohr

ORCA input file:
```
! RIJCOSX wB97M-V def2-TZVPD def2/J DEFGRID3
* xyz 1 2
C -1.589 1.896 -1.224
O -2.242 0.786 -0.717
C -0.216 1.558 -1.802
O 0.565 0.918 -0.785
C 0.739 -0.412 -0.859
C 1.257 -1.040 0.379
O 0.140 -1.168 1.300
C 0.471 -1.672 2.592
Ca -1.573 -0.515 0.429
H -1.447 2.677 -0.450
H -2.164 2.365 -2.046
H 0.322 2.468 -2.097
H -0.313 0.887 -2.668
H 0.741 -0.900 -1.836
H 2.020 -0.416 0.868
H 1.654 -2.042 0.174
H -0.460 -1.752 3.160
H 0.935 -2.662 2.491
H 1.159 -0.976 3.090
*
```

Atomic partial charges in e from the Mulliken method, atoms 1 to 5: -0.338 -0.867 -0.388 -0.280 -0.738

The lowest max |F| belongs to which entry? number 2